Version i
19
Properties=species:S:1:pos:R:3 method="wB97M-V/def2-TZVPD" gap_ev=9.58 smiles=C[C@](O)(CN)[C@H]1CS1 charge=0
C 1.102 -0.747 1.085
C 0.188 -0.679 -0.151
O 0.384 -1.986 -0.751
C 0.669 0.286 -1.205
N 0.755 1.616 -0.541
C -1.122 -0.467 0.456
C -1.962 0.806 0.706
S -2.568 -0.410 -0.641
H 1.350 0.498 1.247
H 0.424 -1.054 2.187
H 2.113 -1.554 0.863
H -0.266 -2.088 -1.542
H 1.773 0.063 -1.524
H 0.037 0.380 -2.044
H 0.556 2.394 -1.252
H 1.609 1.716 -0.106
H -1.279 -1.341 1.130
H -1.288 1.599 0.371
H -2.473 0.967 1.713

Version ii
19
Properties=species:S:1:pos:R:3 method="wB97M-V/def2-TZVPD" gap_ev=9.23 charge=0
C 2.514 -0.320 0.155
C 1.690 0.879 0.497
C 1.272 -0.510 0.885
C -2.137 -0.050 0.828
C -1.356 0.439 -1.467
N -1.033 -0.050 -0.129
O 0.430 -1.669 -1.423
S -0.099 -1.463 -0.062
H 2.446 -0.468 -0.944
H 3.564 -0.477 0.676
H 1.935 1.515 1.309
H 0.981 1.387 -0.209
H 1.178 -0.887 1.837
H -1.582 0.401 1.703
H -3.057 0.550 0.572
H -2.513 -0.941 1.350
H -1.338 1.486 -1.562
H -0.537 0.032 -2.224
H -2.357 0.145 -1.792

Version iii
19
Properties=species:S:1:pos:R:3 method="wB97M-V/def2-TZVPD" gap_ev="7.69 / 7.69" charge=0
C 1.673 1.260 0.654
C -2.027 0.688 1.575
C 1.299 0.376 -0.282
C 2.157 -0.780 -0.694
C 0.089 0.524 -1.055
N -1.694 -1.733 0.222
O -3.075 0.210 -0.749
S -1.935 0.028 0.086
H 1.106 2.218 0.823
H 2.571 1.119 1.204
H -2.550 1.542 1.490
H -0.986 0.581 1.998
H 2.632 -1.267 0.165
H 1.912 -1.550 -1.284
H 2.931 -0.344 -1.335
H 0.124 -0.080 -1.832
H -0.122 1.528 -1.318
H -2.292 -2.026 0.949
H -1.814 -2.294 -0.617

Relative calculated energies, zero for the most stable structure, unit hartree: version i 0.0052; version ii 0.0000; version iii 0.0740.

Version i
21
Properties=species:S:1:pos:R:3 method="wB97M-V/def2-TZVPD" gap_ev=9.61 smiles="C=NN(N)N.CCN" charge=0
C -0.403 1.607 -1.913
N 0.643 1.719 -1.176
N 0.579 1.375 0.196
N -0.276 2.175 0.960
N 1.866 1.663 0.661
H -1.322 1.082 -1.587
H -0.383 1.935 -2.964
H -0.990 1.581 1.379
H 0.239 2.493 1.780
H 2.500 1.083 0.110
H 2.073 2.613 0.349
C -1.194 -2.676 -0.391
C -0.293 -1.517 -0.022
N 0.114 -1.321 1.455
H -2.209 -2.496 -0.020
H -0.849 -3.626 0.026
H -1.270 -2.772 -1.479
H -0.921 -0.636 -0.183
H 0.646 -1.612 -0.576
H 0.721 -2.116 1.661
H 0.729 -0.554 1.733

Version ii
21
Properties=species:S:1:pos:R:3 method="wB97M-V/def2-TZVPD" gap_ev=8.22 smiles=C[C@@H](N(C)N)N(N)N charge=0
C 0.456 1.808 -0.073
C 0.581 0.367 0.386
N -0.971 -0.204 0.645
C -1.195 -1.536 1.130
N -2.067 0.608 0.341
N 1.030 -0.640 -0.489
N 0.452 -0.679 -1.735
N 2.642 -0.097 -0.448
H 1.454 2.231 -0.159
H -0.023 1.899 -1.046
H -0.152 2.362 0.637
H 1.075 0.262 1.354
H -0.264 -2.097 1.143
H -1.904 -2.078 0.492
H -1.586 -1.503 2.160
H -2.899 0.055 0.151
H -2.281 1.186 1.156
H -0.147 -1.493 -1.801
H -0.107 0.142 -1.994
H 3.134 -0.986 -0.514
H 2.775 0.393 -1.336

Relative calculated energies, zero for the most stable structure, unit hartree: version i 0.0000; version ii 0.0210.

Version i
12
Properties=species:S:1:pos:R:3 method="wB97M-V/def2-TZVPD" gap_ev=10.21 smiles="CC/C=C/Cl" charge=0
C -1.113 0.693 -0.577
C -0.718 -0.523 0.183
C 0.714 -0.820 0.288
C 1.592 0.151 0.343
Cl 3.212 0.013 0.727
H -0.633 0.751 -1.582
H -0.856 1.682 -0.142
H -2.230 0.766 -0.725
H -1.049 -0.526 1.261
H -1.193 -1.368 -0.364
H 0.913 -1.855 0.520
H 1.363 1.036 0.067

Version ii
12
Properties=species:S:1:pos:R:3 method="wB97M-V/def2-TZVPD" gap_ev=11.64 smiles=ClCC1CC1 charge=0
Cl -2.536 -0.454 0.033
C -1.261 0.821 0.040
C 0.199 0.252 -0.551
C 1.283 -0.011 0.439
C 0.473 -1.158 -0.153
H -1.294 1.148 1.006
H -1.499 1.648 -0.585
H 0.422 0.866 -1.454
H 2.389 0.112 0.060
H 1.159 0.269 1.428
H -0.211 -1.629 0.575
H 0.876 -1.863 -0.838

Relative calculated energies, zero for the most stable structure, unit hartree: version i 0.0000; version ii 0.0161.

Version i
17
Properties=species:S:1:pos:R:3 method="wB97M-V/def2-TZVPD" gap_ev="7.53 / 7.36" charge=0
C 1.374 1.800 0.101
C -0.867 0.628 -0.599
C 2.603 1.113 0.023
C 0.125 1.330 -0.121
C -1.440 -0.593 -0.002
C -0.362 -1.525 0.639
C 1.423 -1.128 -0.881
O 0.577 -2.091 -0.272
S 2.719 -0.642 0.114
H 1.547 2.827 0.284
H -1.649 0.967 -1.298
H 3.395 1.741 0.393
H -2.305 -0.275 0.536
H -1.809 -1.071 -0.928
H 0.047 -0.847 1.340
H -0.746 -2.377 1.254
H 0.886 -0.301 -1.263

Version ii
17
Properties=species:S:1:pos:R:3 method="wB97M-V/def2-TZVPD" gap_ev=8.42 smiles="O=CC1=CCSC=CC1" charge=0
O 2.205 1.824 -1.778
C 2.147 1.148 -0.782
C 0.911 0.660 -0.168
C 0.917 0.008 1.011
C -0.318 -0.402 1.738
S -1.224 -1.909 1.097
C -1.245 -1.610 -0.639
C -0.898 -0.549 -1.362
C -0.395 0.800 -0.907
H 3.065 0.852 -0.239
H 1.859 -0.186 1.508
H -0.101 -0.662 2.772
H -1.061 0.398 1.724
H -1.604 -2.500 -1.137
H -0.966 -0.667 -2.435
H -0.250 1.440 -1.773
H -1.137 1.266 -0.250

Relative calculated energies, zero for the most stable structure, unit hartree: version i 0.1812; version ii 0.0000.

Version i
4
Properties=species:S:1:pos:R:3 method="wB97M-V/def2-TZVPD" gap_ev=10.38 charge=0
O 0.066 -0.729 -0.883
S -0.353 -0.224 0.357
Cl -0.914 1.791 0.232
Cl 1.249 -0.046 1.443

Version ii
4
Properties=species:S:1:pos:R:3 method="wB97M-V/def2-TZVPD" gap_ev=8.59 smiles=ClOSCl charge=0
Cl -0.309 0.176 1.838
O 0.725 -0.206 0.738
S 0.437 0.628 -0.980
Cl -0.853 -0.598 -1.596

Relative calculated energies, zero for the most stable structure, unit hartree: version i 0.0000; version ii 0.1029.

Version i
10
Properties=species:S:1:pos:R:3 method="wB97M-V/def2-TZVPD" gap_ev=10.67 smiles="O=C=O.COO" charge=0
O 2.744 -0.796 0.103
C 2.810 0.312 -0.132
O 3.036 1.400 -0.345
C -1.701 0.445 0.202
O -0.407 0.078 -0.033
O -0.374 -1.294 0.061
H -1.680 1.107 1.007
H -2.168 -0.442 0.674
H -2.188 0.786 -0.660
H -0.072 -1.597 -0.877

Version ii
10
Properties=species:S:1:pos:R:3 method="wB97M-V/def2-TZVPD" gap_ev=11.45 smiles="O=CO.O=CO" charge=0
O -0.872 1.244 -0.388
C -1.307 0.348 0.230
O -1.564 -0.857 -0.361
H -1.862 0.199 1.210
H -1.169 -0.762 -1.330
O 0.697 0.053 1.269
C 1.346 -0.374 0.313
O 1.734 0.337 -0.652
H 1.475 -1.496 0.201
H 1.523 1.308 -0.491

Relative calculated energies, zero for the most stable structure, unit hartree: version i 0.0828; version ii 0.0000.

Version i
9
Properties=species:S:1:pos:R:3 method="wB97M-V/def2-TZVPD" gap_ev=10.18 charge=+1
C 2.850 -1.180 0.456
C -0.128 -0.223 -0.263
C 0.922 0.223 0.693
N 3.694 -1.944 0.277
O 2.065 -0.237 0.892
H -1.011 -0.839 0.331
H -0.766 0.522 -0.793
H 0.418 -0.898 -0.950
H 0.658 1.146 1.355

Version ii
9
Properties=species:S:1:pos:R:3 method="wB97M-V/def2-TZVPD" gap_ev=8.91 charge=+1
C 1.672 -0.300 -0.200
C -1.037 0.238 0.530
C 0.472 -0.305 -0.588
N -2.201 0.550 0.516
O -3.298 0.767 0.321
H 2.377 0.368 0.412
H 2.352 -0.686 -1.080
H -0.271 0.214 1.413
H -0.066 -0.846 -1.324

Version iii
9
Properties=species:S:1:pos:R:3 method="wB97M-V/def2-TZVPD" gap_ev=10.47 charge=+1
C 0.374 0.650 0.049
C -0.522 -0.087 1.095
C 0.258 -0.376 -1.019
N -0.526 -1.324 -0.681
O -1.015 -1.110 0.543
H -0.008 1.572 -0.340
H -0.635 0.296 2.030
H 0.741 -0.703 -1.939
H 1.335 1.081 0.263

Relative calculated energies, zero for the most stable structure, unit hartree: version i 0.0151; version ii 0.1165; version iii 0.0000.

Version i
7
Properties=species:S:1:pos:R:3 method="wB97M-V/def2-TZVPD" gap_ev=11.47 charge=0
C 0.276 -0.500 0.924
O -0.054 -1.174 -0.113
O 0.731 1.010 -1.266
O -0.113 0.607 1.204
F 1.309 -1.085 1.486
F -1.742 0.992 -0.891
S -0.407 0.149 -1.344

Version ii
7
Properties=species:S:1:pos:R:3 method="wB97M-V/def2-TZVPD" gap_ev=11.86 smiles="O=C(F)S(=O)(=O)F" charge=0
O -1.721 1.078 -0.057
C -1.094 0.070 -0.035
F -1.489 -1.136 0.196
S 0.759 0.096 0.093
O 1.072 -0.825 1.096
O 1.416 1.359 0.035
F 1.057 -0.643 -1.327

Relative calculated energies, zero for the most stable structure, unit hartree: version i 0.0000; version ii 0.0019.

Version i
19
Properties=species:S:1:pos:R:3 method="wB97M-V/def2-TZVPD" gap_ev=10.91 charge=+1
C -1.353 1.620 0.593
C -0.419 0.133 -1.275
N -0.721 -0.962 -0.502
N -0.571 1.347 -0.672
N -0.125 -0.029 -2.559
H -0.750 -0.884 0.538
H -0.649 -1.908 -0.880
H -0.576 2.014 -1.516
H 0.386 0.621 -3.054
H 0.064 -0.978 -2.895
H -2.200 0.939 0.788
H -1.806 2.660 0.493
H -0.541 1.860 1.355
C 1.382 -1.326 1.826
O 1.535 -0.572 0.649
H 2.022 0.163 0.891
H 2.278 -2.061 1.952
H 1.375 -0.604 2.626
H 0.669 -2.034 1.640

Version ii
19
Properties=species:S:1:pos:R:3 method="wB97M-V/def2-TZVPD" gap_ev=10.53 smiles=C[C@@](N)([NH3+])[C@H](N)O charge=+1
C 0.600 0.198 -1.633
C 0.505 -0.274 -0.170
N 1.178 -1.452 -0.001
N 0.896 0.740 0.978
C -1.093 -0.257 0.233
N -1.609 1.130 0.206
O -1.173 -0.876 1.529
H 0.437 -0.687 -2.120
H 0.058 1.142 -1.820
H 1.660 0.530 -1.730
H 1.664 -1.882 -0.778
H 0.844 -1.842 0.864
H 1.885 0.690 1.313
H 0.719 1.740 0.765
H 0.204 0.367 1.703
H -1.592 -0.865 -0.414
H -2.154 1.337 -0.613
H -1.956 1.458 1.106
H -2.016 -0.711 1.893

Version iii
19
Properties=species:S:1:pos:R:3 method="wB97M-V/def2-TZVPD" gap_ev=11.48 charge=+1
C 1.112 0.565 -0.953
C -0.156 -1.498 -0.945
N -1.013 -1.010 -0.059
N 0.999 -0.883 -1.137
N -0.392 -2.693 -1.497
H -0.718 -0.248 0.551
H -1.860 -1.482 0.202
H 1.696 -1.332 -1.710
H 0.000 -3.037 -2.358
H -1.245 -3.186 -1.275
H 2.016 0.936 -1.412
H 0.990 0.868 0.082
H 0.330 1.065 -1.528
C -0.469 2.287 1.880
O -0.030 0.922 1.972
H 0.509 0.842 2.766
H -1.028 2.383 0.947
H -1.112 2.531 2.713
H 0.373 2.969 1.760

Relative calculated energies, zero for the most stable structure, unit hartree: version i 0.0600; version ii 0.0578; version iii 0.0000.

Version i
94
Properties=species:S:1:pos:R:3 method="wB97M-V/def2-TZVPD" gap_ev="5.18 / 6.10" multiplicity=2 charge=0 s2=0.77
Ti 10.515 16.387 9.899
C 6.464 15.354 10.393
C 7.883 15.186 10.788
N 8.704 16.268 10.810
N 8.055 17.463 10.754
C 8.935 18.459 10.715
O 10.167 18.267 10.345
C 8.304 19.766 10.868
C 6.905 19.768 11.193
C 6.202 20.938 11.133
C 6.833 22.159 10.750
C 8.188 22.153 10.406
C 8.956 20.991 10.595
C 8.285 13.887 11.237
C 7.479 12.753 10.831
C 7.575 11.560 11.524
C 8.462 11.457 12.604
C 9.315 12.518 12.791
N 9.212 13.691 12.157
H 6.260 16.414 10.398
H 6.277 14.952 9.412
H 5.787 14.846 11.108
H 6.435 18.803 11.429
H 5.163 20.986 11.422
H 6.276 23.096 10.732
H 8.644 23.050 10.050
H 10.053 21.046 10.499
H 6.791 12.936 10.021
H 6.951 10.704 11.227
H 8.458 10.652 13.343
H 10.160 12.466 13.457
C 15.411 14.684 7.284
C 14.678 14.212 8.387
C 13.604 14.920 8.918
C 13.212 16.113 8.256
C 14.031 16.653 7.277
C 15.032 15.915 6.738
N 11.930 16.646 8.375
N 11.693 17.599 7.475
C 10.430 17.723 7.083
C 10.125 18.641 6.018
C 8.829 18.884 5.666
C 7.818 18.110 6.274
C 8.215 17.168 7.237
N 9.459 17.083 7.737
H 16.302 14.143 6.927
H 14.971 13.229 8.783
H 12.993 14.593 9.783
H 13.747 17.633 6.873
H 15.558 16.286 5.866
H 10.992 19.118 5.605
H 8.556 19.658 4.961
H 6.761 18.357 6.271
H 7.563 16.390 7.610
C 11.929 8.308 7.203
C 11.433 9.727 7.364
C 10.180 10.152 6.881
C 9.663 11.409 7.163
C 10.422 12.284 7.937
C 11.639 11.863 8.511
C 12.180 10.680 8.102
S 9.956 13.990 8.064
O 8.523 14.228 8.267
O 10.638 14.621 6.933
O 10.691 14.587 9.400
H 12.839 8.251 6.619
H 11.138 7.716 6.743
H 12.128 7.821 8.166
H 9.580 9.435 6.311
H 8.698 11.649 6.755
H 12.182 12.518 9.194
H 13.203 10.394 8.439
C 10.900 17.100 15.290
N 11.366 15.811 14.887
C 11.118 14.800 15.890
C 11.277 15.389 13.470
C 12.202 16.249 12.649
C 13.400 16.627 13.257
C 14.216 17.615 12.741
C 13.923 18.152 11.480
C 12.715 17.841 10.921
C 11.868 16.777 11.420
H 10.202 17.503 14.580
H 11.720 17.844 15.357
H 10.538 17.113 16.331
H 10.052 14.530 15.917
H 11.406 15.210 16.869
H 11.739 13.885 15.696
H 10.260 15.443 13.065
H 11.620 14.348 13.446
H 13.714 16.065 14.162
H 15.138 17.864 13.227
H 14.539 18.888 10.984
H 12.368 18.392 10.079

Version ii
94
Properties=species:S:1:pos:R:3 method="wB97M-V/def2-TZVPD" gap_ev="5.66 / 6.01" multiplicity=2 charge=0 s2=0.77
Ti -0.714 0.295 -0.328
C 3.265 1.817 0.759
C 1.775 1.605 0.720
N 1.165 1.248 -0.428
N 1.876 1.164 -1.516
C 1.137 1.002 -2.591
O -0.160 0.804 -2.477
C 1.857 1.014 -3.893
C 1.126 0.803 -5.072
C 1.767 0.976 -6.293
C 3.091 1.377 -6.367
C 3.821 1.455 -5.195
C 3.248 1.147 -3.972
C 0.917 2.002 1.800
C 1.488 2.496 2.990
C 0.643 2.812 4.036
C -0.713 2.499 3.860
C -1.224 2.152 2.645
N -0.413 1.852 1.618
H 3.715 1.102 1.431
H 3.699 1.707 -0.218
H 3.426 2.889 1.003
H 0.111 0.370 -5.003
H 1.204 0.901 -7.206
H 3.460 1.625 -7.353
H 4.869 1.757 -5.147
H 3.838 1.239 -3.060
H 2.568 2.770 3.006
H 1.026 3.113 5.027
H -1.416 2.512 4.725
H -2.287 2.011 2.487
C -2.136 5.646 -1.915
C -3.344 5.080 -1.592
C -3.413 3.749 -1.193
C -2.204 2.955 -1.112
C -1.009 3.577 -1.469
C -0.962 4.953 -1.821
N -2.260 1.705 -0.615
N -3.492 1.557 -0.058
C -3.619 0.394 0.610
C -4.892 0.137 1.274
C -4.956 -0.902 2.202
C -3.827 -1.708 2.269
C -2.623 -1.400 1.697
N -2.539 -0.324 0.872
H -2.077 6.686 -2.188
H -4.211 5.701 -1.691
H -4.316 3.344 -0.756
H -0.141 2.959 -1.397
H -0.065 5.545 -1.849
H -5.686 0.813 1.046
H -5.863 -1.094 2.770
H -3.881 -2.567 2.886
H -1.754 -2.017 1.791
C 2.355 -0.530 7.337
C 2.018 -0.936 5.910
C 3.009 -0.675 4.918
C 2.859 -1.122 3.612
C 1.575 -1.533 3.189
C 0.549 -1.777 4.135
C 0.746 -1.393 5.458
S 1.079 -2.009 1.526
O 0.186 -3.109 1.780
O 2.323 -2.102 0.796
O 0.313 -0.790 0.896
H 1.609 -0.816 8.088
H 2.372 0.548 7.337
H 3.309 -0.838 7.686
H 3.889 -0.094 5.240
H 3.739 -1.157 2.967
H -0.397 -2.150 3.784
H -0.058 -1.348 6.174
C 1.100 -3.992 -3.669
N 0.881 -4.212 -2.220
C 1.587 -5.323 -1.578
C 0.501 -3.074 -1.443
C -0.816 -2.485 -1.778
C -1.662 -3.433 -2.348
C -3.011 -3.092 -2.718
C -3.444 -1.804 -2.578
C -2.539 -0.861 -2.148
C -1.307 -1.208 -1.575
H 0.194 -4.276 -4.268
H 1.968 -4.542 -3.945
H 1.264 -2.915 -3.852
H 2.065 -4.967 -0.611
H 2.344 -5.805 -2.232
H 0.976 -6.199 -1.346
H 1.340 -2.320 -1.426
H 0.456 -3.370 -0.339
H -1.301 -4.466 -2.515
H -3.723 -3.844 -3.055
H -4.435 -1.492 -2.800
H -2.805 0.208 -2.137

Relative calculated energies, zero for the most stable structure, unit hartree: version i 0.0291; version ii 0.0000.

Version i
13
Properties=species:S:1:pos:R:3 method="wB97M-V/def2-TZVPD" gap_ev=9.51 smiles=N#C[C@@]1(S)[C@H](S)[C@@H]1S charge=0
N 3.283 0.234 -0.910
C 2.196 0.044 -0.484
C 0.916 -0.173 0.182
S 1.320 -0.478 1.981
C -0.187 0.832 -0.351
S -1.427 1.475 0.721
C -0.371 -0.527 -0.599
S -1.625 -1.545 -0.074
H 0.103 -1.515 1.904
H 0.285 1.353 -1.089
H -2.094 1.849 -0.391
H -0.203 -0.933 -1.639
H -2.197 -0.616 0.748

Version ii
13
Properties=species:S:1:pos:R:3 method="wB97M-V/def2-TZVPD" gap_ev=7.80 charge=0
C -1.895 -0.356 -0.031
C -0.407 -0.319 -0.046
C 1.832 0.651 0.179
C 0.362 0.987 -0.116
H -1.525 -2.647 0.011
H 2.532 1.160 -0.483
H 2.123 0.833 1.241
H 0.230 1.419 -1.089
H -0.019 1.735 0.596
N 0.272 -1.403 -0.079
S -2.669 -1.915 0.018
S -2.775 1.015 -0.078
S 1.939 -1.161 -0.123

Relative calculated energies, zero for the most stable structure, unit hartree: version i 0.0978; version ii 0.0000.